An isolated molecule of C7H10. Source: the Open Molecules 2025 dataset; level of theory: ωB97M-V/def2-TZVPD.

XYZ file:
```
17
Properties=species:S:1:pos:R:3:forces:R:3
C -1.17445 2.62988 -0.21554 0.061 -0.288 -0.246
C 0.96108 -1.00309 0.55571 0.061 -0.150 0.038
H -1.08417 -0.50170 1.12201 0.165 -0.006 -0.116
C -0.53533 0.46646 -1.50317 -0.314 0.154 0.143
C -0.56482 -1.11704 0.37729 0.062 0.029 0.160
C -1.16006 -0.79288 -1.02508 0.121 0.032 -0.140
H 1.76940 0.76871 -0.47737 -0.113 -0.085 0.131
H 1.13978 1.12338 1.13491 0.005 -0.197 -0.049
H 1.44818 -1.63991 -0.19314 -0.054 0.003 0.108
H 2.66633 0.25267 0.95323 -0.151 0.006 -0.104
H -1.35253 3.58037 0.23568 0.017 -0.128 -0.055
H -0.82551 -2.16194 0.58584 -0.046 0.189 0.010
C 1.65839 0.36644 0.53589 -0.044 0.011 -0.006
H 1.16915 -1.45753 1.53070 0.026 -0.042 -0.098
H -0.98872 -1.62545 -1.71652 0.116 0.167 0.131
C -0.90488 1.59018 -0.80156 -0.114 0.318 0.076
H -2.24928 -0.66947 -0.90316 0.201 -0.014 0.017
```
Positions in Å, forces in eV/Å.

Results
- Total charge: 0
- HOMO (alpha / beta): -8.1 / -8.1 eV
- Frontier orbital gap (alpha / beta): 7.206 / 7.207 eV
- Lowest unoccupied orbital energy (alpha / beta): -0.93 / -0.94 eV
- Energy above the lowest of the compared OMol25 structures with the same formula, charge and spin: 5.099 eV


An isolated molecule of C7H10. Source: the Open Molecules 2025 dataset; level of theory: ωB97M-V/def2-TZVPD.

XYZ file:
```
17
Properties=species:S:1:pos:R:3:forces:R:3
H 1.54198 -1.71767 -0.15015 -0.050 0.100 0.149
C 0.12055 1.02088 -1.13076 0.001 -0.036 0.021
C -0.53986 0.52898 0.16000 -0.134 -0.023 -0.003
H -1.04439 0.86496 2.25430 0.257 0.037 -0.013
H -2.50427 -0.95381 -2.69469 0.210 0.135 -0.369
H -1.61222 0.47758 0.00191 0.138 -0.008 0.164
H 2.13504 -0.25569 0.66567 -0.134 -0.142 -0.017
H 0.09154 2.11129 -1.24662 -0.118 -0.198 0.025
H -0.69010 -1.41408 1.19112 0.103 0.188 0.072
H 1.75608 -1.69415 1.61239 -0.031 0.080 -0.156
H 1.17184 0.72016 -1.21795 -0.228 0.001 0.043
H 0.69767 1.29189 1.88118 -0.029 -0.099 -0.041
C -0.18698 0.72992 1.59928 0.074 0.182 0.189
C 1.43676 -1.09799 0.74968 0.026 0.035 -0.031
C 0.01510 -0.61911 0.95362 -0.005 -0.124 0.056
C -1.65592 -0.33229 -2.50862 0.354 0.187 0.042
C -0.73282 0.33914 -2.12035 -0.434 -0.317 -0.130
```
Positions in Å, forces in eV/Å.

Results
- Total charge: 0
- HOMO: -9.7 eV
- Frontier orbital gap: 10.727 eV
- Lowest unoccupied orbital energy: 1.07 eV
- Energy above the lowest of the compared OMol25 structures with the same formula, charge and spin: 2.973 eV


A structure of composition C7H10AuBF4N. Source: the Open Molecules 2025 dataset; level of theory: ωB97M-V/def2-TZVPD.

XYZ file:
```
24
Properties=species:S:1:pos:R:3:forces:R:3
F 0.00261 0.53084 4.35921 0.086 0.056 -0.490
H -1.94833 2.69836 -0.87561 0.443 -0.228 -0.111
C -0.50629 -3.63006 0.75969 1.727 -0.913 -1.440
F -1.15097 0.08292 2.37688 0.615 0.327 0.530
H 1.20997 -1.96717 0.22475 -0.783 -0.822 -0.185
H -0.10484 -2.06741 -1.08555 -0.153 -0.374 0.344
C 0.17721 -2.29235 -0.05156 1.109 -2.168 0.618
C -0.81843 2.05781 -2.69220 0.079 0.237 -0.244
C -0.99399 2.43115 -1.33697 0.139 0.673 -0.735
N -0.79354 -2.30953 0.96821 -1.652 2.929 1.437
H 0.98318 1.59816 -3.91095 -0.126 -0.192 0.291
H -1.22974 -4.14784 0.12790 0.107 -0.223 0.237
H -0.00258 -4.25150 1.54175 -0.030 0.693 -0.885
C 1.28079 2.02280 -1.72400 -0.823 1.943 1.711
H -0.39625 -1.91063 1.83585 -0.689 -0.555 -0.645
B 0.08600 0.00721 3.06679 0.078 -0.778 -0.252
H -1.60252 2.05525 -3.44630 0.166 -0.282 0.297
H 0.56387 3.06845 0.19834 -0.143 -0.286 0.028
Au 0.49534 0.41555 -0.54950 -0.079 -1.835 0.919
F 1.10317 0.61364 2.27720 -0.422 0.002 0.616
F 0.43703 -1.42313 3.17494 -0.010 1.065 0.344
H 2.36167 2.07042 -1.59545 -0.390 0.072 -0.244
C 0.54437 1.81617 -2.94051 -0.834 0.669 -0.152
C 0.30227 2.53089 -0.70291 1.585 -0.010 -1.989
```
Positions in Å, forces in eV/Å.

Results
- Multiplicity: 3
- Total charge: -1
- HOMO (alpha / beta): -2.2 / -4.5 eV
- Frontier orbital gap (alpha / beta): 5.549 / 5.588 eV
- Lowest unoccupied orbital energy (alpha / beta): 3.38 / 1.04 eV
- Energy above the lowest of the compared OMol25 structures with the same formula, charge and spin: 0.000 eV


The ion C7H10BF5N2O5PS with charge -1. Source: the Open Molecules 2025 dataset; level of theory: ωB97M-V/def2-TZVPD.

XYZ file:
```
32
Properties=species:S:1:pos:R:3:forces:R:3
H -4.00842 1.46368 -0.47315 0.017 -0.091 -0.143
C 3.16603 -0.43269 1.44019 0.099 0.090 0.039
C -0.41480 -1.59640 -0.44559 0.564 0.059 0.216
C 1.72891 2.33139 -1.36359 0.239 0.099 -0.045
N -3.30805 -1.21653 1.23805 0.021 0.168 0.274
P -2.62723 0.27531 0.67734 0.152 -0.044 0.102
B 1.20811 0.09408 -0.02800 -0.479 0.615 -1.338
H -1.78117 -2.98180 1.10583 -0.200 0.042 -0.160
N 1.88459 0.16637 1.42077 -0.542 -1.149 0.492
O 3.49890 -1.52427 1.13145 -0.061 0.472 0.030
F -0.41134 -0.05414 -2.72476 -0.223 0.064 0.153
C 2.19597 0.90373 -1.06046 0.090 -0.059 0.356
C -1.12697 -0.19441 -0.42810 -0.017 -0.391 -0.010
O 1.71356 -0.65303 3.57140 -0.207 0.117 -0.233
H -3.04749 -1.29538 2.21852 0.026 -0.258 -0.075
C -1.46942 0.10170 -1.90017 -0.064 0.084 -0.238
O 0.93495 -1.27454 -0.50815 0.035 -0.042 0.076
H -0.66469 -2.19231 -1.32206 -0.294 0.086 0.032
H 0.84206 2.34926 -1.99818 -0.091 -0.028 0.135
O -0.15908 0.69628 0.01560 0.226 0.080 -0.012
O -3.84179 0.51607 -0.42472 -0.224 0.264 0.050
F -2.43918 -0.72753 -2.36212 0.298 0.210 0.057
H 2.50986 2.89751 -1.88521 -0.045 -0.016 -0.026
H 2.30506 0.34418 -1.99315 -0.069 -0.032 -0.005
F -1.89878 1.37675 -2.08959 0.140 -0.309 0.025
C 1.23871 -0.15298 2.58680 0.548 0.237 0.146
S -0.47586 -2.72146 1.01799 0.063 0.083 0.188
F 4.08385 0.47006 1.86562 0.067 -0.117 -0.003
F -0.03951 0.24846 2.59150 -0.041 0.004 0.102
H 1.50965 2.87681 -0.44117 -0.115 -0.040 -0.050
H -4.31732 -1.08983 1.21757 0.062 -0.067 -0.112
H 3.21088 0.99566 -0.65045 0.027 -0.134 -0.021
```
Positions in Å, forces in eV/Å.

Results
- Total charge: -1
- HOMO: -5.7 eV
- Frontier orbital gap: 8.577 eV
- Lowest unoccupied orbital energy: 2.90 eV


A cluster of 2 separate species, C7H10ClO2S2 in total. Source: the Open Molecules 2025 dataset; level of theory: ωB97M-V/def2-TZVPD.

XYZ file:
```
22
Properties=species:S:1:pos:R:3:forces:R:3
S -2.89935 -1.54484 -1.55590 0.060 -0.275 -0.211
H 2.50595 -2.07325 2.81753 0.028 0.041 0.037
O 2.76924 -1.52248 2.07416 0.024 -0.048 -0.203
H -2.23134 -0.66502 1.11128 -0.063 -0.056 -0.290
C -0.62165 2.32118 -0.77974 -0.008 -0.187 0.023
H -1.96481 -0.85410 -2.23451 0.067 0.215 0.203
H -1.51066 -1.99478 2.03804 0.118 -0.153 -0.069
C 1.58472 1.43099 -1.11040 -0.134 0.035 0.107
H 0.84112 3.18678 -2.08453 -0.036 0.013 -0.035
C 0.61568 2.38478 -1.39619 0.253 0.049 -0.073
C -0.89804 1.29321 0.11463 -0.177 0.010 0.161
H -1.37590 3.06525 -0.99171 -0.024 0.027 0.040
C 0.07429 0.34882 0.38771 -0.250 0.152 -0.176
Cl 0.17283 -2.54877 -1.18937 0.031 -0.084 0.059
H 2.07027 -0.33274 -0.00278 0.020 -0.025 -0.008
S -1.58029 -2.50575 -0.29086 -0.405 -0.051 -0.161
H 1.97094 -1.06973 1.78758 -0.048 -0.099 0.350
C 1.31237 0.40917 -0.21484 0.288 -0.137 0.028
O -0.16502 -0.71961 1.29579 -0.084 0.055 -0.590
C -1.37284 -1.33162 1.18432 0.369 0.333 0.864
H 2.56177 1.46619 -1.57028 -0.004 0.085 -0.059
H -1.85928 1.25630 0.61008 -0.027 0.101 0.003
```
Positions in Å, forces in eV/Å.

Results
- Total charge: +1
- HOMO: -12.9 eV
- Frontier orbital gap: 7.401 eV
- Lowest unoccupied orbital energy: -5.54 eV
- Energy above the lowest of the compared OMol25 structures with the same formula, charge and spin: 0.000 eV


A cluster of 2 separate species, C7H10F2N in total. Source: the Open Molecules 2025 dataset; level of theory: ωB97M-V/def2-TZVPD.

XYZ file:
```
20
Properties=species:S:1:pos:R:3:forces:R:3
H 3.09185 -3.27661 -2.31221 -0.058 0.310 0.495
H 2.14995 -0.91987 -2.35363 0.182 -0.255 0.482
H -3.86903 4.03012 -0.76123 -0.154 -0.377 0.451
F 3.82179 -4.50766 -0.14720 -0.124 0.297 -0.004
H 2.53414 -0.69071 1.92822 0.096 -0.306 -0.477
C 2.96331 -2.69582 -1.38930 0.011 -0.113 -0.193
N -4.18782 2.22417 0.35267 0.017 -0.444 0.038
H -5.29154 4.06401 0.32717 0.463 -0.391 -0.024
C 2.44581 -1.40096 -1.41203 -0.082 0.115 -0.156
H -4.54669 1.92115 1.28057 0.272 0.103 -0.676
H -3.63949 4.19234 1.00803 -0.254 -0.448 -0.322
C 3.18015 -2.56624 1.02820 0.048 -0.098 0.204
C 2.66269 -1.27152 1.00533 -0.057 0.135 0.153
H 3.47600 -3.04733 1.96981 -0.148 0.256 -0.507
H -3.20796 1.88925 0.25627 -0.700 0.123 0.079
C 2.30558 -0.71406 -0.21435 0.224 -0.525 0.007
H -4.76272 1.76847 -0.38450 0.432 0.216 0.555
F 1.80418 0.54045 -0.23655 -0.095 0.112 0.004
C 3.32041 -3.25320 -0.16948 -0.022 0.077 -0.005
C -4.25061 3.71405 0.22421 -0.052 1.213 -0.104
```
Positions in Å, forces in eV/Å.

Results
- Total charge: +1
- HOMO: -11.1 eV
- Frontier orbital gap: 6.809 eV
- Lowest unoccupied orbital energy: -4.24 eV
- Energy above the lowest of the compared OMol25 structures with the same formula, charge and spin: 0.000 eV


What did the second record say?
An isolated molecule of C7H10. Source: the Open Molecules 2025 dataset; level of theory: ωB97M-V/def2-TZVPD.

XYZ file:
```
17
Properties=species:S:1:pos:R:3:forces:R:3
H 1.54198 -1.71767 -0.15015 -0.050 0.100 0.149
C 0.12055 1.02088 -1.13076 0.001 -0.036 0.021
C -0.53986 0.52898 0.16000 -0.134 -0.023 -0.003
H -1.04439 0.86496 2.25430 0.257 0.037 -0.013
H -2.50427 -0.95381 -2.69469 0.210 0.135 -0.369
H -1.61222 0.47758 0.00191 0.138 -0.008 0.164
H 2.13504 -0.25569 0.66567 -0.134 -0.142 -0.017
H 0.09154 2.11129 -1.24662 -0.118 -0.198 0.025
H -0.69010 -1.41408 1.19112 0.103 0.188 0.072
H 1.75608 -1.69415 1.61239 -0.031 0.080 -0.156
H 1.17184 0.72016 -1.21795 -0.228 0.001 0.043
H 0.69767 1.29189 1.88118 -0.029 -0.099 -0.041
C -0.18698 0.72992 1.59928 0.074 0.182 0.189
C 1.43676 -1.09799 0.74968 0.026 0.035 -0.031
C 0.01510 -0.61911 0.95362 -0.005 -0.124 0.056
C -1.65592 -0.33229 -2.50862 0.354 0.187 0.042
C -0.73282 0.33914 -2.12035 -0.434 -0.317 -0.130
```
Positions in Å, forces in eV/Å.

Results
- Total charge: 0
- HOMO: -9.7 eV
- Frontier orbital gap: 10.727 eV
- Lowest unoccupied orbital energy: 1.07 eV
- Energy above the lowest of the compared OMol25 structures with the same formula, charge and spin: 2.973 eV


Look up the total charge of the fourth one. -1